{"formula": "C24H58N4O10", "method": "ωB97M-V/def2-TZVPD", "mol_weight_g_mol": 562.7, "multiplicity": 1, "orbital_gap_ev": 9.5, "relative_energy_kcal_mol": 35.8, "species": ["C", "O", "O", "C", "H", "O", "H", "H", "H", "H", "H", "C", "H", "N", "C", "H", "H", "C", "C", "H", "H", "H", "H", "H", "H", "H", "H", "H", "H", "H", "H", "C", "H", "C", "N", "C", "H", "C", "H", "H", "C", "H", "C", "H", "H", "C", "H", "H", "H", "H", "H", "O", "N", "H", "H", "C", "H", "H", "N", "H", "H", "H", "C", "H", "H", "H", "C", "H", "H", "H", "O", "H", "O", "C", "O", "C", "H", "C", "O", "O", "H", "H", "H", "C", "H", "C", "H", "H", "C", "H", "H", "C", "H", "C", "H", "O"], "xyz": [[-3.974, -1.927, -3.111], [5.530, -5.023, 1.066], [-3.709, -0.527, -3.214], [0.049, -0.748, 5.409], [3.324, 2.698, -5.331], [0.454, -0.781, -0.696], [-6.171, 1.634, -1.394], [-1.993, -0.632, -4.522], [2.904, -1.920, 0.594], [1.089, 1.588, -1.416], [3.613, -0.942, -1.868], [-7.525, -1.871, -3.622], [4.959, -3.167, 2.355], [-3.723, 1.841, -1.080], [1.282, 2.581, -1.775], [-1.832, -0.047, 5.920], [3.893, 1.157, 1.956], [2.965, -2.488, 1.521], [-4.623, 1.944, -0.018], [-3.242, 1.211, 4.051], [-0.666, -0.881, 2.218], [5.670, 1.816, -0.446], [-2.085, 2.275, 0.093], [5.873, 0.489, 0.617], [2.311, -1.961, 5.005], [2.849, -1.790, 2.338], [0.787, 0.681, 2.215], [5.007, -1.302, -0.727], [3.347, -3.579, -0.943], [1.930, 0.669, 0.924], [2.142, -3.170, 1.622], [2.279, 2.884, -5.513], [0.273, -0.788, 6.475], [-5.939, 1.324, -0.404], [4.289, -3.156, 1.570], [-2.304, 2.137, -0.964], [-7.870, -1.352, -2.733], [4.486, -0.550, -1.364], [-2.793, 0.765, 2.393], [-7.668, -2.942, -3.367], [0.864, 0.700, 1.104], [-3.693, -2.370, -4.013], [4.619, -4.271, 0.797], [-0.118, -1.815, 5.162], [-1.967, -2.566, 1.701], [-2.392, 0.969, 3.371], [3.632, 4.077, 2.544], [-5.838, 0.280, -0.378], [2.282, 3.709, -6.205], [4.223, -5.084, -1.134], [-1.799, 1.917, 3.306], [-6.163, -1.657, -3.892], [1.827, 2.423, -3.131], [2.030, 3.059, -1.154], [-1.684, -0.670, -2.695], [-1.369, -2.325, 0.831], [-1.787, 1.262, -1.395], [0.370, 1.598, 0.729], [-0.648, -1.101, 1.254], [5.094, -0.162, -2.183], [-0.723, 1.201, 5.159], [2.640, 1.870, -3.281], [4.416, 1.875, 1.326], [-1.931, -2.287, -0.064], [3.147, -0.455, 4.435], [-2.266, 0.814, -3.672], [2.949, 3.653, 1.797], [-6.627, 1.615, 0.375], [-8.102, -1.592, -4.442], [2.683, -0.559, 6.144], [-4.338, 2.450, 1.028], [-5.619, -1.694, -1.822], [3.581, 2.880, 0.736], [1.438, 3.183, -4.242], [0.580, 4.051, -4.236], [5.109, 1.128, 0.222], [-5.495, -3.284, -2.662], [2.396, -0.866, 5.131], [1.165, -0.271, 4.699], [-1.638, -0.174, 3.850], [-3.256, -2.241, -2.319], [1.878, 2.001, -6.011], [2.867, -5.076, -0.103], [-5.415, -2.203, -2.798], [-2.094, 3.063, -1.473], [0.215, -0.486, 0.490], [0.360, 3.104, -1.923], [2.349, 4.459, 1.302], [3.721, -4.437, -0.407], [-3.972, 1.462, -1.960], [5.166, 2.351, 1.984], [-1.099, 0.182, 5.164], [2.188, 3.040, 2.328], [-2.328, -0.264, -3.522], [-0.670, -3.144, 0.798], [4.052, 0.530, -0.486]]}


{"formula": "C24H60Cd2F12N4O4P2S", "method": "ωB97M-V/def2-TZVPD", "mol_weight_g_mol": 1015.6, "multiplicity": 1, "orbital_gap_ev": 10.2, "relative_energy_kcal_mol": 128.3, "species": ["C", "H", "F", "H", "H", "P", "H", "C", "H", "H", "H", "H", "H", "H", "F", "H", "H", "C", "H", "H", "H", "H", "F", "H", "N", "Cd", "P", "H", "F", "C", "H", "H", "S", "H", "F", "O", "H", "C", "H", "C", "C", "H", "O", "H", "C", "F", "F", "H", "C", "H", "F", "Cd", "C", "C", "C", "H", "H", "C", "H", "H", "H", "H", "C", "H", "H", "H", "H", "C", "H", "H", "C", "C", "F", "H", "H", "H", "C", "C", "C", "H", "H", "H", "C", "F", "H", "C", "H", "H", "C", "H", "H", "N", "N", "H", "O", "F", "H", "H", "H", "O", "H", "F", "H", "H", "H", "C", "H", "N", "H"], "xyz": [[3.860, -2.610, 2.134], [-4.491, 0.685, 1.936], [4.952, 2.428, 2.084], [-4.397, -0.153, -1.992], [1.963, -1.184, -4.859], [5.453, 0.848, 1.716], [0.576, -2.255, 1.904], [4.620, -0.940, -1.865], [-5.941, -2.224, -0.499], [-5.204, 0.293, -0.538], [-1.638, -1.965, 0.009], [5.398, -0.379, -1.346], [-1.648, 3.556, 2.824], [1.724, -0.547, 3.052], [4.841, 0.366, 3.120], [-3.935, 4.612, -0.696], [-1.250, -2.357, -2.248], [3.684, 1.124, -2.006], [1.830, -1.767, -2.343], [0.658, -1.516, 4.059], [5.007, -0.739, -2.864], [1.414, -0.216, -2.735], [-3.378, 2.680, -4.845], [1.238, -3.121, -1.184], [2.595, -2.609, 1.397], [2.454, -0.710, 0.308], [-3.279, 2.232, -3.279], [1.205, -3.607, 2.715], [6.981, 1.054, 2.383], [-4.509, 3.963, -0.034], [0.208, -3.285, 0.135], [-4.311, 2.841, 1.783], [0.158, 0.308, 0.274], [-2.783, -1.861, -2.789], [-1.662, 2.332, -3.578], [1.352, 0.747, 0.967], [-4.863, -0.677, 2.908], [4.674, -2.479, -1.549], [-1.992, 1.578, 4.249], [2.530, 2.055, -2.028], [1.119, -3.716, -0.279], [-0.755, 2.289, 2.085], [-0.347, 1.146, -0.774], [-0.489, 3.351, 0.186], [-2.455, 1.702, 3.270], [6.043, 1.523, 0.355], [3.913, 0.509, 1.190], [-5.861, -0.371, 1.427], [-5.572, -1.708, -1.386], [3.132, -4.201, -0.081], [5.830, -0.634, 1.171], [-2.294, 1.072, -0.056], [4.021, -3.634, 3.245], [-1.523, 5.269, 0.538], [-4.646, -0.522, -0.998], [1.848, 2.013, -1.180], [-0.929, 5.971, -0.048], [-1.774, 2.642, 2.244], [-6.501, -1.410, -1.871], [-1.234, 5.478, 1.568], [5.112, -2.665, -0.568], [-5.419, 4.453, 0.311], [-1.507, 3.740, 0.185], [-2.419, 0.641, 3.019], [5.324, -2.900, -2.316], [-3.557, 4.420, 1.860], [-3.489, 1.979, 3.477], [2.301, -0.847, -2.690], [-1.474, -0.710, -2.312], [3.669, -2.862, -1.722], [-4.867, -0.336, 1.873], [1.600, -1.528, 3.512], [-3.118, 0.628, -3.650], [2.346, -1.797, 4.260], [4.262, 1.396, -1.123], [3.522, -4.576, 3.016], [-3.863, -1.191, 1.185], [-2.022, -1.615, -2.048], [-2.508, -1.750, -0.611], [4.279, 1.240, -2.912], [-1.707, 3.653, -0.883], [1.946, 1.990, -2.946], [-3.681, 3.539, 1.231], [-3.031, 1.951, -1.695], [0.867, -4.724, -0.608], [2.358, -3.813, 0.581], [-4.318, -2.182, 1.167], [2.176, -4.612, 1.300], [2.773, -1.004, -4.153], [-4.911, 3.118, -0.592], [4.714, -2.825, 1.491], [-2.429, 2.885, 0.963], [3.311, -0.291, -1.735], [3.227, -0.136, -4.631], [0.663, -0.952, -0.214], [-3.251, 3.839, -2.881], [3.471, -3.434, 4.165], [5.052, -3.915, 3.460], [-3.071, -2.683, -0.630], [-1.005, 0.177, 1.102], [-2.956, -1.362, 1.764], [-4.940, 2.186, -3.233], [4.187, -1.656, 2.548], [2.816, 3.107, -2.014], [-2.510, 5.711, 0.400], [1.465, -2.584, 2.441], [3.419, -1.874, -4.279], [-3.447, -0.728, -0.130], [-4.983, -2.369, -2.022]]}